# C18H23FN4O5

A molecular structure, C18H23FN4O5 at a distorted geometry (ωB97M-V with the def2-TZVPD basis set, the OMol25 dataset).

Values from the calculation:
E_LUMO: 0.0 eV
Energy above the lowest of the compared OMol25 structures with the same formula, charge and spin: 1772.0 kJ/mol
E_HOMO: -8.001 eV
Orbital gap: 7.96 eV

Atoms and positions in Å:
C  -1.43  2.13  -5.97
C  -0.20  1.10  -6.02
O  0.91  1.29  -5.72
N  -0.53  -0.14  -6.28
H  -1.32  -0.30  -6.37
C  0.36  -1.14  -6.20
H  0.04  -1.70  -7.01
H  1.47  -0.91  -6.34
C  0.39  -2.12  -4.87
H  0.84  -2.99  -5.13
C  0.80  -1.47  -3.63
N  -0.12  -1.50  -2.63
C  -1.11  -1.80  -3.36
O  -2.47  -2.07  -2.84
O  -0.91  -2.35  -4.57
C  -0.07  -0.96  -1.34
C  1.21  -0.24  -1.06
C  1.37  -0.08  0.36
C  0.53  -0.69  1.27
C  -0.78  -1.15  0.94
C  -0.82  -1.45  -0.38
H  -2.00  -1.90  -0.59
H  -1.51  -1.53  1.64
N  0.67  -0.37  2.76
C  1.52  0.55  3.26
H  1.89  1.35  2.38
C  0.36  1.83  3.81
N  -0.48  0.74  4.84
C  -0.44  1.18  6.26
O  -0.92  0.38  6.94
C  0.35  2.20  6.73
O  0.40  2.30  8.15
H  -0.27  1.50  8.33
H  -0.02  3.33  6.32
H  1.45  2.36  6.45
C  -1.13  -0.49  4.31
H  -1.32  -0.95  5.13
C  -0.11  -1.05  3.70
H  -0.29  -2.11  3.31
H  0.71  -1.46  4.62
H  -1.86  0.07  3.48
H  0.44  2.65  4.41
H  -0.46  2.00  3.16
H  2.16  0.70  4.03
F  2.63  0.35  0.76
H  1.96  -0.04  -1.87
H  1.16  -0.17  -4.07
H  1.84  -1.68  -3.49
H  -1.76  1.96  -6.91
H  -2.18  1.81  -5.04
H  -0.96  3.02  -5.71